(1)
14
Properties=species:S:1:pos:R:3 method="wB97M-V/def2-TZVPD" spin_multiplicity=1 relative_energy_kj_mol=83.3 fmax_ev_per_a=3.7 homo_ev=-9.164 energy_ha=-4570.1170
C 0.38 -0.49 0.86
C -0.78 0.93 -0.89
C 0.22 0.85 0.19
C -2.96 0.66 -0.27
Cl -0.03 2.13 1.39
Cl 1.78 1.25 -0.69
Cl -3.27 1.75 1.04
Cl -3.83 1.03 -1.71
Br -3.12 -1.18 0.25
H 1.24 -0.48 1.53
H -0.51 -0.73 1.43
H 0.54 -1.26 0.10
H -0.93 1.91 -1.33
H -0.78 0.11 -1.59

(2)
16
Properties=species:S:1:pos:R:3 method="wB97M-V/def2-TZVPD" spin_multiplicity=1 relative_energy_kj_mol=131.5 fmax_ev_per_a=5.4 homo_ev=-8.351 energy_ha=-492.1934
C 2.25 -0.23 -0.03
C 1.57 1.10 -0.23
C 0.32 1.47 -0.20
C -0.93 0.55 -0.05
C -2.92 -0.09 0.19
C -2.15 -1.25 0.01
H 3.89 -0.91 0.73
H 2.20 1.76 -0.66
H 0.23 2.50 -0.22
H -4.03 -0.05 0.55
H -2.60 -2.21 0.11
H -0.01 -1.44 -0.25
N -2.13 1.00 0.11
N -0.91 -0.79 -0.15
O 3.41 -0.10 0.53
O 1.81 -1.32 -0.45

(3)
19
Properties=species:S:1:pos:R:3 method="wB97M-V/def2-TZVPD" spin_multiplicity=1 relative_energy_kj_mol=31.9 fmax_ev_per_a=3.5 smiles=BrCc1nc2ccccc2o1.Br homo_ev=-9.153 energy_ha=-5587.0449
C -1.01 -2.09 -1.14
C 0.33 -1.81 -0.83
C -2.01 -1.10 -0.85
C 0.71 -0.60 -0.30
C -1.61 0.02 -0.24
C -0.27 0.34 0.00
C -1.49 1.80 0.93
C -1.94 3.14 1.46
N -2.32 1.00 0.34
O -0.20 1.50 0.73
Br 2.59 0.11 -3.13
Br -1.89 3.29 3.44
H -1.33 -3.00 -1.63
H 1.10 -2.40 -1.16
H -3.04 -1.11 -1.24
H 1.76 -0.46 -0.31
H -2.81 3.45 0.93
H -1.16 3.78 1.05
H 1.81 0.88 -2.27

(4)
109
Properties=species:S:1:pos:R:3 method="wB97M-V/def2-TZVPD" spin_multiplicity=1 total_charge=+2 fmax_ev_per_a=1.6 homo_ev=-13.236 energy_ha=-3299.8088
Tl -1.13 0.81 1.69
C 1.82 0.65 4.07
C 1.07 1.56 5.07
S -0.71 1.68 4.74
C -1.06 3.45 4.92
C -0.33 4.38 3.94
S -0.35 3.88 2.18
C 1.39 3.86 1.68
C 2.33 2.93 2.41
S 1.82 1.19 2.33
H 1.40 -0.35 4.07
H 2.85 0.59 4.44
H 1.48 2.54 5.04
H 1.23 1.17 6.06
H -0.93 3.72 5.97
H -2.13 3.50 4.76
H 0.70 4.54 4.25
H -0.74 5.37 3.92
H 1.73 4.88 1.67
H 1.36 3.60 0.65
H 2.39 3.23 3.47
H 3.34 3.01 1.97
N -2.38 2.50 -1.80
C -2.89 3.13 -0.69
C -3.58 4.30 -0.93
C -4.29 4.88 0.09
C -4.28 4.30 1.36
C -3.48 3.16 1.52
N -2.82 2.58 0.52
C -1.31 1.67 -1.98
C -1.14 1.30 -3.40
C 0.62 -0.38 -3.99
C 0.96 -0.50 -2.53
C 0.59 0.39 -1.25
N -0.47 1.33 -1.06
H -2.78 2.80 -2.70
H -3.56 4.75 -1.91
H -4.80 5.83 -0.06
H -4.82 4.72 2.19
H -3.42 2.71 2.52
H -0.46 2.01 -3.86
H 0.77 -1.37 -4.41
H 2.00 -0.83 -2.32
H 1.51 0.87 -0.91
C -1.14 -2.61 3.76
C -0.48 -2.92 2.38
C -0.69 -4.36 1.95
C 0.99 -2.61 2.36
C 1.77 -2.74 3.52
C 3.13 -2.55 3.48
C 3.75 -2.27 2.27
C 3.02 -2.09 1.12
C 3.75 -1.72 -0.21
C 4.44 -0.38 -0.06
C 4.81 -2.78 -0.51
C 1.65 -2.28 1.18
N 0.92 -2.18 -0.04
B 0.36 -1.10 -0.69
N -0.04 -1.63 -2.06
C 0.38 -3.02 -2.09
C 0.95 -3.28 -0.90
C -1.23 -1.12 -2.68
C -0.85 -0.13 -3.72
C -2.06 0.60 -4.37
C -3.38 0.08 -4.03
C -3.55 -0.79 -3.04
C -2.46 -1.41 -2.29
C -2.75 -2.41 -1.17
C -3.26 -3.74 -1.82
C -3.77 -1.83 -0.18
C 1.58 0.50 -4.84
C 0.87 0.97 -6.08
C 2.32 1.58 -4.05
H -2.20 -2.87 3.76
H -1.03 -1.55 3.99
H -0.70 -3.16 4.59
H -1.02 -2.27 1.64
H -0.28 -5.00 2.70
H -0.29 -4.62 0.96
H -1.77 -4.57 1.86
H 1.30 -3.12 4.39
H 3.69 -2.70 4.40
H 4.83 -2.22 2.22
H 3.02 -1.67 -1.01
H 5.25 -0.45 0.68
H 3.72 0.37 0.33
H 4.85 -0.08 -1.03
H 5.58 -2.73 0.26
H 5.30 -2.61 -1.46
H 4.44 -3.80 -0.49
H 0.21 -3.62 -2.97
H 1.39 -4.21 -0.58
H -1.95 0.87 -5.39
H -4.23 0.44 -4.59
H -4.54 -1.10 -2.76
H -1.78 -2.56 -0.67
H -4.18 -3.58 -2.37
H -3.51 -4.50 -1.06
H -2.48 -4.14 -2.48
H -4.74 -1.61 -0.65
H -3.41 -0.89 0.28
H -3.97 -2.58 0.59
H 2.33 -0.25 -5.15
H 0.08 1.68 -5.89
H 0.43 0.10 -6.56
H 1.56 1.38 -6.83
H 1.66 2.36 -3.62
H 3.00 2.06 -4.71
H 2.86 1.15 -3.21

(5)
17
Properties=species:S:1:pos:R:3 method="wB97M-V/def2-TZVPD" spin_multiplicity=1 relative_energy_kj_mol=55.8 fmax_ev_per_a=3.9 smiles="COC(N)(N)NP(=O)=O" homo_ev=-9.927 energy_ha=-812.3832
C 0.03 0.20 -0.05
C 2.23 -0.56 0.60
N 0.43 1.59 -0.26
N -0.14 -0.46 -1.29
N -1.29 0.24 0.66
O -2.51 -1.58 -0.76
O -3.82 -0.13 1.06
O 0.82 -0.41 0.85
P -2.68 -0.52 0.24
H 2.85 -0.47 1.42
H 2.40 0.31 0.00
H 2.29 -1.46 0.06
H 0.88 2.18 0.36
H 0.75 1.70 -1.17
H -0.35 0.07 -2.12
H -0.67 -1.30 -1.19
H -1.23 0.61 1.58

| no. | frontier orbital gap (eV) |
| --- | --- |
| 1 | 8.698 |
| 2 | 8.679 |
| 3 | 9.368 |
| 4 | 8.418 |
| 5 | 10.220 |